[1]
C5H13O3SSi | the ωB97M-V functional and the def2-TZVPD basis

total energy: -1111.730520 a.u.
HOMO energy: -0.1542 hartree
Kohn-Sham gap: 7.78 eV
total charge: -1
largest force on an atom: 3.01 eV/Å
spin multiplicity: 1
lowest unoccupied orbital energy: 3.59 eV
energy relative to the best compared isomer or geometry (same formula, charge and spin): 0.471 eV

The geometry in XYZ format:
```
23
Properties=species:S:1:pos:R:3:forces:R:3
C -1.747 2.279 -0.255 -1.56 -1.07 0.62
C 2.443 -0.515 -0.029 -2.14 0.57 -1.49
C -0.295 -1.892 -1.749 -0.97 -0.29 0.24
C -0.374 1.802 0.102 2.20 0.31 0.89
C -0.491 0.258 0.357 -1.64 -0.01 -0.87
O -1.424 -0.471 2.770 0.56 0.15 -0.40
O 0.833 0.494 2.580 -0.66 -1.57 -0.81
O 0.163 -1.820 1.491 -0.28 2.41 1.20
Si 0.619 -1.413 -0.120 2.22 -1.39 -1.25
S -0.224 -0.317 1.948 -0.99 0.54 2.79
H -2.423 1.869 0.572 0.51 1.15 -1.00
H -2.018 1.644 -1.127 -0.22 0.90 0.13
H -1.879 3.363 -0.439 0.06 -0.63 0.09
H 2.689 0.034 0.847 -0.44 0.14 1.38
H 3.252 -1.195 -0.169 0.55 -0.59 -0.64
H 2.429 0.334 -0.752 0.32 -0.76 -0.21
H -1.220 -2.577 -1.656 1.67 0.73 0.26
H -0.668 -1.044 -2.263 -0.57 1.23 -0.72
H 0.445 -2.333 -2.414 0.00 -0.44 0.06
H 0.329 2.111 -0.730 -0.51 -0.84 0.68
H 0.088 2.339 1.016 -0.92 -0.97 -1.20
H -1.621 -0.048 0.173 2.25 0.35 0.20
H 1.095 -2.902 -0.154 0.56 0.09 0.04
```
Forces are in eV/Å.

[2]
C5H13O5P | the ωB97M-V functional and the def2-TZVPD basis

total energy: -915.791628 a.u.
HOMO energy: -0.3462 hartree
Kohn-Sham gap: 10.23 eV
largest force on an atom: 5.46 eV/Å
SMILES: COC(OC)P(=O)(OC)OC
spin multiplicity: 1
lowest unoccupied orbital energy: 0.81 eV
energy relative to the best compared isomer or geometry (same formula, charge and spin): 2.396 eV

The geometry in XYZ format:
```
24
Properties=species:S:1:pos:R:3:forces:R:3
C -2.154 -0.267 1.749 4.79 -1.80 -1.22
C -1.736 -1.322 -2.368 -0.06 -0.36 0.26
C 1.562 1.935 2.015 -0.46 -5.08 1.21
C 2.228 0.111 -1.747 0.92 -5.33 -0.70
C -0.879 -0.506 -0.260 -0.18 2.42 -0.45
O 1.290 -0.834 1.925 -0.20 -1.03 1.15
O -1.821 -1.073 0.587 0.32 -1.16 -0.68
O -0.643 -1.230 -1.452 0.74 1.35 1.58
O 1.160 1.418 0.729 -1.49 -0.46 0.08
O 2.124 -0.535 -0.431 0.36 -0.45 -0.65
P 1.023 -0.211 0.651 -1.44 1.62 -2.27
H -2.524 -1.066 2.361 -0.46 0.59 1.04
H -2.734 0.537 1.463 -1.74 1.57 -0.26
H -1.089 0.117 2.007 -2.04 -0.36 0.88
H -2.069 -0.325 -2.918 1.06 -1.93 1.07
H -2.527 -1.657 -1.660 -0.30 -0.10 -1.44
H -1.292 -2.153 -3.023 -1.56 1.39 0.37
H 0.843 1.774 2.895 0.72 -0.60 -1.42
H 1.573 2.924 1.974 0.91 4.36 -0.75
H 2.494 1.358 2.162 -0.19 1.22 0.92
H 3.333 0.129 -2.046 -1.88 0.45 0.56
H 1.655 0.925 -1.658 -1.15 3.92 -0.20
H 1.609 -0.574 -2.448 1.43 0.98 0.84
H -1.425 0.525 -0.507 1.89 -1.20 0.08
```
Forces are in eV/Å.

[3]
C5H13OPSYb | the ωB97M-V functional and the def2-TZVPD basis

total energy: -2171.020937 a.u.
HOMO energy: -0.5581 hartree
Kohn-Sham gap: 5.64 eV
total charge: +2
largest force on an atom: 5.33 eV/Å
spin multiplicity: 1
lowest unoccupied orbital energy: -9.55 eV

The geometry in XYZ format:
```
22
Properties=species:S:1:pos:R:3:forces:R:3
O 2.757 -0.403 0.967 -0.83 -1.43 -0.17
C 2.716 -0.009 -0.448 -0.84 1.49 -0.21
C 1.310 0.583 -0.806 0.00 -0.77 0.60
P 0.415 1.228 0.742 0.69 1.45 -0.14
C -1.360 1.568 0.210 0.03 -1.15 0.54
C -2.383 0.401 0.309 0.05 0.45 -0.69
C -2.066 -0.821 -0.597 -0.32 1.58 0.22
S -1.048 -2.112 0.212 0.22 -0.87 -0.02
H 2.940 -1.344 0.935 1.52 0.02 -0.09
H 3.437 0.808 -0.533 0.06 -0.38 0.03
H 3.003 -0.835 -1.105 -0.01 0.12 0.20
H 1.496 1.486 -1.401 -0.30 -0.21 0.07
H 0.698 -0.112 -1.400 0.29 0.16 0.04
H 0.438 0.176 1.741 -0.48 -0.25 -0.56
H -1.305 1.975 -0.810 0.04 -0.18 0.20
H -1.696 2.391 0.854 0.12 -0.21 -0.13
H -2.587 0.111 1.347 0.23 -0.04 -0.23
H -3.344 0.787 -0.070 0.22 -0.11 0.09
H -3.022 -1.283 -0.884 0.52 -0.62 0.37
H -1.602 -0.508 -1.541 0.17 -0.26 0.31
H 0.154 -1.547 0.614 -3.13 2.87 -3.22
Yb 1.048 -2.540 1.664 1.74 -1.66 2.79
```
Forces are in eV/Å.

[4]
C5H13OS | the ωB97M-V functional and the def2-TZVPD basis

total energy: -671.759527 a.u.
HOMO energy: -0.1022 hartree
Kohn-Sham gap: 6.72 eV
total charge: -1
largest force on an atom: 1.45 eV/Å
spin multiplicity: 1
lowest unoccupied orbital energy: 3.94 eV
energy relative to the best compared isomer or geometry (same formula, charge and spin): 0.185 eV

The geometry in XYZ format:
```
20
Properties=species:S:1:pos:R:3:forces:R:3
C -1.946 0.079 -0.075 0.80 -0.17 -0.06
C -1.343 1.260 0.665 -0.31 1.39 0.25
C -2.439 2.177 1.227 -0.03 -0.55 -0.09
O -0.546 2.057 -0.209 0.28 -0.76 0.11
H -1.123 -0.564 -0.394 -0.03 -0.10 0.00
H -2.393 0.473 -0.991 -0.31 -0.10 0.14
H -2.644 -0.514 0.526 -0.07 0.20 -0.08
H -0.720 1.018 1.537 -0.04 -0.71 -0.23
H -3.113 1.578 1.852 0.07 0.14 0.08
H -3.047 2.600 0.421 0.17 0.14 0.01
H -1.981 2.957 1.833 -0.14 0.16 -0.09
H 0.253 1.468 -0.406 -0.83 0.46 -0.03
C 3.358 -2.156 -0.764 0.13 0.07 0.26
C 1.905 -1.708 -0.780 0.00 0.88 0.18
S 1.754 0.110 -0.605 0.70 0.01 -0.07
H 3.792 -1.979 0.225 -0.15 -0.18 0.04
H 3.976 -1.537 -1.420 -0.20 -0.20 -0.31
H 3.441 -3.222 -1.018 0.19 0.10 -0.01
H 1.392 -2.105 0.097 -0.15 -0.50 -0.32
H 1.424 -1.993 -1.720 -0.08 -0.29 0.21
```
Forces are in eV/Å.

[5]
C5H13P | the ωB97M-V functional and the def2-TZVPD basis

total energy: -539.574450 a.u.
HOMO energy: -0.2807 hartree
Kohn-Sham gap: 8.76 eV
largest force on an atom: 2.58 eV/Å
spin multiplicity: 1
lowest unoccupied orbital energy: 1.12 eV
energy relative to the best compared isomer or geometry (same formula, charge and spin): 1.534 eV

The geometry in XYZ format:
```
19
Properties=species:S:1:pos:R:3:forces:R:3
C -0.287 -1.924 -1.152 0.00 0.08 0.91
C 2.302 0.864 0.590 0.04 -0.09 -0.06
C -2.467 0.318 0.552 0.06 0.03 -0.01
C 1.656 0.087 -0.540 -0.29 -0.11 0.08
C -1.198 0.658 -0.220 0.04 -0.19 -0.03
P 0.053 -0.665 -0.084 0.19 0.77 1.58
H -1.291 -2.325 -1.070 -0.12 -0.03 -0.14
H 0.477 -2.694 -1.164 0.09 -0.07 -0.18
H 2.592 0.191 1.393 0.06 0.02 0.13
H 3.185 1.390 0.236 0.09 0.07 0.02
H 1.605 1.589 0.997 -0.02 0.18 0.14
H -2.876 -0.630 0.213 -0.14 -0.08 -0.02
H -2.248 0.236 1.615 -0.05 -0.02 0.08
H -3.220 1.091 0.413 -0.06 0.01 0.02
H 2.297 -0.716 -0.902 0.01 -0.03 -0.04
H 1.434 0.739 -1.391 0.02 -0.14 0.02
H -0.765 1.587 0.160 0.07 -0.06 -0.05
H -1.411 0.775 -1.287 0.09 0.03 0.09
H 0.162 -0.571 1.641 -0.09 -0.37 -2.55
```
Forces are in eV/Å.

[6]
C5H13PS | the ωB97M-V functional and the def2-TZVPD basis

total energy: -937.704235 a.u.
HOMO energy (spin up / spin down): -0.2926 / -0.3112 hartree
Kohn-Sham gap (spin up / spin down): 8.90 / 7.06 eV
largest force on an atom: 3.75 eV/Å
expectation value of S²: 2.01
spin multiplicity: 3
lowest unoccupied orbital energy (spin up / spin down): 0.94 / -1.41 eV
energy relative to the best compared isomer or geometry (same formula, charge and spin): 0.000 eV

The geometry in XYZ format:
```
20
Properties=species:S:1:pos:R:3:forces:R:3
C 0.123 1.856 -1.118 0.89 -0.93 -2.78
C -0.675 1.440 1.245 2.38 -2.90 -0.14
C 0.769 -1.927 -1.167 -3.42 -0.21 -0.94
C 0.463 -1.361 1.748 -0.71 1.89 -2.48
C -0.288 0.780 -0.113 -0.20 0.10 -0.34
P 1.039 -0.572 0.123 0.81 -0.13 0.07
S 4.050 0.470 -0.457 -0.34 -0.11 0.06
H -0.674 2.332 -1.731 0.08 -0.83 0.42
H 0.549 2.676 -0.648 0.88 1.53 1.43
H 0.981 1.591 -1.855 -1.55 -0.14 1.04
H -0.854 0.524 1.835 -0.71 1.26 0.50
H -1.471 2.104 1.184 -1.61 0.93 -0.21
H 0.181 1.957 1.690 0.00 -0.03 -0.10
H -0.343 -2.321 -1.228 1.72 0.88 0.60
H 0.865 -1.581 -2.205 0.34 0.59 0.35
H 1.310 -2.864 -1.194 0.74 0.15 0.91
H 0.627 -0.569 2.442 0.45 0.24 0.88
H -0.635 -1.373 1.593 0.56 -1.32 0.53
H 1.105 -2.192 1.915 -0.26 -1.01 0.34
H -1.177 0.246 -0.464 -0.05 0.02 -0.12
```
Forces are in eV/Å.

[7]
C5H14 | the ωB97M-V functional and the def2-TZVPD basis

total energy: -198.821064 a.u.
HOMO energy (spin up / spin down): 0.0568 / -0.2853 hartree
Kohn-Sham gap (spin up / spin down): 2.61 / 11.91 eV
total charge: -1
largest force on an atom: 1.25 eV/Å
expectation value of S²: 0.75
spin multiplicity: 2
lowest unoccupied orbital energy (spin up / spin down): 4.16 / 4.14 eV
energy relative to the best compared isomer or geometry (same formula, charge and spin): 0.312 eV

The geometry in XYZ format:
```
19
Properties=species:S:1:pos:R:3:forces:R:3
C 0.673 1.906 -1.287 1.17 0.16 0.02
C 0.640 2.464 0.143 -0.76 0.62 -0.77
C -0.173 0.674 -1.541 -0.33 0.32 -0.20
H 1.722 1.624 -1.472 -0.10 -0.15 -0.03
H 0.545 2.684 -2.043 -0.57 0.12 0.14
H -0.387 2.412 0.501 0.00 -0.18 0.39
H 1.319 1.940 0.803 -0.03 -0.22 0.24
H -0.154 0.443 -2.610 0.45 -0.53 0.12
H 0.874 3.538 0.147 0.25 -0.17 0.02
H -1.242 0.774 -1.355 -0.08 0.43 0.41
H 0.174 -0.120 -0.887 0.00 -0.37 -0.35
C -1.125 -1.956 1.550 0.64 -0.76 0.00
C 0.105 -2.532 0.835 0.17 -0.83 0.34
H -1.239 -0.896 1.336 -0.41 -0.08 -0.01
H -1.959 -2.603 1.263 -0.34 0.57 -0.33
H -1.078 -2.132 2.624 0.29 0.39 0.22
H -0.082 -2.631 -0.237 0.13 0.06 0.04
H 1.072 -2.060 0.988 -0.14 0.73 -0.03
H 0.315 -3.531 1.242 -0.32 -0.12 -0.23
```
Forces are in eV/Å.

[8]
C5H14 | the ωB97M-V functional and the def2-TZVPD basis

total energy: -198.763908 a.u.
HOMO energy (spin up / spin down): 0.0570 / -0.2535 hartree
Kohn-Sham gap (spin up / spin down): 2.59 / 11.23 eV
total charge: -1
largest force on an atom: 5.43 eV/Å
expectation value of S²: 0.75
spin multiplicity: 2
lowest unoccupied orbital energy (spin up / spin down): 4.14 / 4.33 eV
energy relative to the best compared isomer or geometry (same formula, charge and spin): 1.867 eV

The geometry in XYZ format:
```
19
Properties=species:S:1:pos:R:3:forces:R:3
C 0.387 0.727 2.686 4.16 0.35 -0.36
C 1.006 -0.659 2.802 -2.04 -2.38 -1.38
H 1.404 1.264 2.684 -1.92 0.79 0.55
H -0.053 0.959 1.747 -0.29 -0.28 -0.59
H -0.289 0.946 3.465 -0.46 0.51 1.05
H 1.130 -1.022 3.832 0.10 0.29 -0.22
H 0.255 -1.352 2.294 0.92 0.22 0.84
H 1.931 -0.840 2.220 -0.35 0.50 0.40
C -1.057 -0.350 -1.855 -2.53 0.53 1.21
C -0.148 0.187 -0.782 1.85 0.56 3.00
C -0.523 0.016 -3.159 1.69 1.12 -5.03
H -1.388 -1.426 -1.745 1.23 0.80 -0.26
H -2.122 0.083 -1.766 1.59 0.03 0.09
H -0.670 0.858 -0.024 0.19 -1.16 -0.80
H 0.048 0.983 -3.513 -1.06 -1.18 2.13
H 0.706 0.882 -1.057 -1.14 -0.86 -0.60
H 0.460 -0.608 -0.195 -1.31 0.97 -0.72
H 0.149 -0.688 -3.646 0.54 -0.66 0.67
H -1.226 0.039 -3.986 -1.18 -0.14 0.02
```
Forces are in eV/Å.

[9]
C5H14 | the ωB97M-V functional and the def2-TZVPD basis

total energy: -198.773783 a.u.
HOMO energy (spin up / spin down): 0.0569 / -0.2646 hartree
Kohn-Sham gap (spin up / spin down): 2.55 / 11.38 eV
total charge: -1
largest force on an atom: 5.44 eV/Å
expectation value of S²: 0.75
spin multiplicity: 2
lowest unoccupied orbital energy (spin up / spin down): 4.10 / 4.18 eV
energy relative to the best compared isomer or geometry (same formula, charge and spin): 1.599 eV

The geometry in XYZ format:
```
19
Properties=species:S:1:pos:R:3:forces:R:3
C 1.657 -0.420 -0.292 1.55 -0.53 -0.04
C 0.647 -0.965 -1.266 -1.01 -0.86 -0.63
C 2.683 0.495 -1.041 -2.95 1.78 4.21
H 1.082 0.089 0.502 0.65 0.02 -0.24
H 2.328 -1.213 0.190 -1.24 0.81 -0.37
H -0.364 -0.993 -0.838 0.26 0.51 -0.38
H 3.220 -0.047 -1.691 2.76 -1.96 -1.82
H 2.221 1.238 -1.625 -1.24 0.87 -0.94
H 3.110 1.135 -0.249 1.08 -0.67 -0.45
H 0.696 -0.418 -2.207 -0.53 0.56 0.14
H 0.715 -1.973 -1.655 0.81 -0.70 0.37
C -2.444 0.928 1.868 1.25 -0.62 -0.35
C -2.316 -0.110 0.770 0.34 2.81 -2.34
H -1.814 1.766 1.640 1.15 0.28 0.41
H -3.341 1.377 1.550 -1.96 0.61 1.32
H -2.238 0.468 2.861 -0.75 0.89 -0.53
H -3.268 -0.138 0.285 -0.76 -0.63 -0.41
H -2.070 -1.039 1.082 0.88 -3.07 1.00
H -1.638 0.181 -0.077 -0.31 -0.10 1.05
```
Forces are in eV/Å.

[10]
C5H14 | the ωB97M-V functional and the def2-TZVPD basis

total energy: -198.868969 a.u.
HOMO energy: -0.4012 hartree
Kohn-Sham gap: 12.02 eV
largest force on an atom: 1.29 eV/Å
SMILES: CCC.CC
spin multiplicity: 1
lowest unoccupied orbital energy: 1.10 eV
energy relative to the best compared isomer or geometry (same formula, charge and spin): 0.549 eV

The geometry in XYZ format:
```
19
Properties=species:S:1:pos:R:3:forces:R:3
C 1.003 0.625 1.196 -0.03 0.27 -1.06
C -0.100 0.569 2.244 0.53 0.12 0.46
C 2.262 -0.200 1.424 0.10 0.65 1.11
H 1.190 1.691 1.039 0.55 0.03 0.17
H 0.666 0.351 0.191 -0.47 -0.27 0.31
H 0.171 1.244 3.064 -0.18 0.10 -0.11
H -1.030 0.914 1.799 -0.19 -0.09 0.21
H 2.888 0.217 2.221 -0.10 0.07 0.02
H 2.902 -0.228 0.545 -0.17 -0.31 -0.12
H -0.228 -0.390 2.751 -0.12 -0.22 -0.47
H 1.970 -1.183 1.792 0.16 -0.27 -0.42
C -0.800 -0.807 -2.095 0.06 0.26 0.36
C -2.129 -0.177 -2.507 -0.24 1.11 0.50
H -0.015 -0.486 -2.780 0.06 -0.16 0.08
H -0.535 -0.472 -1.096 0.17 0.05 -0.03
H -0.778 -1.896 -2.043 -0.30 0.01 -0.20
H -2.692 0.336 -1.712 0.07 -1.03 0.57
H -1.941 0.767 -3.033 0.06 -0.64 -1.01
H -2.803 -0.874 -2.999 0.03 0.34 -0.37
```
Forces are in eV/Å.

[11]
C5H14 | the ωB97M-V functional and the def2-TZVPD basis

total energy: -198.823223 a.u.
HOMO energy: -0.4012 hartree
Kohn-Sham gap: 12.06 eV
largest force on an atom: 5.42 eV/Å
SMILES: CCC.CC
spin multiplicity: 1
lowest unoccupied orbital energy: 1.14 eV
energy relative to the best compared isomer or geometry (same formula, charge and spin): 1.794 eV

The geometry in XYZ format:
```
19
Properties=species:S:1:pos:R:3:forces:R:3
C -1.238 -1.454 -2.059 -3.34 -0.05 4.27
C -1.103 0.069 -1.910 -0.41 -0.40 2.39
H -2.247 -1.871 -2.384 1.00 1.20 0.14
H -0.568 -1.776 -2.701 3.33 -1.91 -3.18
H -1.104 -2.025 -1.074 0.21 0.95 -1.19
H -1.754 0.345 -1.017 0.61 0.21 -1.40
H -0.078 0.490 -1.668 -1.15 -0.97 -0.58
H -1.453 0.479 -2.820 -0.43 0.98 -0.70
C 1.297 0.298 1.927 -1.30 -1.07 -0.48
C 1.808 0.706 0.501 -1.06 -1.31 0.34
C -0.289 0.558 2.035 1.74 0.97 -4.49
H 1.453 -0.834 2.009 0.08 1.61 0.18
H 1.697 0.840 2.851 0.07 -0.88 -1.54
H 2.596 0.041 0.124 0.31 0.66 0.34
H -0.975 0.528 1.033 2.20 0.29 2.03
H 1.940 1.747 0.300 0.78 0.76 0.33
H 0.976 0.491 -0.176 0.07 -0.26 0.25
H -0.718 -0.160 2.594 -1.46 -2.05 2.59
H -0.239 1.528 2.435 -1.25 1.28 0.68
```
Forces are in eV/Å.

[12]
C5H14 | the ωB97M-V functional and the def2-TZVPD basis

total energy: -198.867887 a.u.
HOMO energy: -0.4026 hartree
Kohn-Sham gap: 12.11 eV
largest force on an atom: 2.08 eV/Å
SMILES: CCC.CC
spin multiplicity: 1
lowest unoccupied orbital energy: 1.16 eV
energy relative to the best compared isomer or geometry (same formula, charge and spin): 0.579 eV

The geometry in XYZ format:
```
19
Properties=species:S:1:pos:R:3:forces:R:3
C -1.594 1.016 -1.430 -0.11 2.04 0.38
C -1.348 1.165 0.085 -0.70 -1.59 -0.21
C -0.303 0.861 -2.240 0.03 -0.63 0.82
H -2.060 1.985 -1.673 0.15 -0.17 -0.40
H -2.389 0.307 -1.659 0.31 -0.38 0.10
H -2.278 1.454 0.574 0.09 0.37 0.09
H -1.133 0.181 0.505 0.28 0.02 0.08
H 0.552 1.097 -1.598 -0.02 -0.09 -0.01
H -0.527 1.823 0.343 -0.01 0.27 -0.12
H -0.222 1.539 -3.070 -0.22 0.07 -0.56
H -0.180 -0.176 -2.558 0.13 0.12 -0.23
C 1.337 -0.742 1.895 -0.96 0.48 1.74
C 1.619 -2.077 1.240 -0.19 -0.31 -0.50
H 1.476 -0.721 2.987 0.86 -0.35 -0.23
H 1.803 0.163 1.525 0.28 -0.16 -0.43
H 0.274 -0.534 1.961 -0.36 0.06 -0.76
H 2.297 -2.005 0.394 0.44 0.03 0.20
H 0.726 -2.495 0.778 -0.29 0.07 0.10
H 1.952 -2.841 1.941 0.29 0.15 -0.05
```
Forces are in eV/Å.

The lowest total energy belongs to which entry?
C5H13OPSYb

The highest total energy belongs to which entry?
number 8

What is the formula in the fourth record?
C5H13OS

Which value of spin multiplicity does entry 7 give?
2